1.
{
  "formula": "C5H13NO2",
  "method": "wB97M-V/def2-TZVPD",
  "symbols": ["C", "C", "N", "C", "C", "C", "O", "H", "H", "H", "H", "H", "H", "H", "H", "H", "H", "H", "H", "H", "O"],
  "xyz": [[-1.368, -1.958, 1.678], [-1.395, -1.101, 0.449], [-0.260, -0.291, 0.174], [0.355, -0.075, -2.150], [-0.189, 0.654, -0.895], [0.664, 1.855, -0.459], [-2.301, -1.068, -0.337], [-0.734, -1.607, 2.481], [-2.390, -1.989, 2.037], [-0.871, -2.904, 1.462], [0.650, -0.474, 0.605], [-0.262, 0.179, -2.990], [1.406, 0.131, -2.316], [0.271, -1.167, -2.061], [-1.213, 0.989, -1.091], [0.053, 2.700, -0.177], [1.304, 2.122, -1.283], [1.392, 1.564, 0.303], [2.990, 2.224, 1.668], [4.295, 1.556, 1.377], [3.348, 1.468, 1.174]],
  "forces_ev_per_angstrom": [[0.594, 0.348, 0.006], [-0.276, -0.678, 0.702], [0.643, 0.440, -0.590], [0.284, -1.265, 0.181], [-0.811, 0.827, 0.296], [0.604, -0.641, -0.233], [0.153, 0.327, -0.199], [0.101, 0.774, 0.139], [-0.034, -0.659, -0.021], [-0.720, -0.395, -0.308], [-0.189, -0.221, 0.358], [-0.149, 0.417, -0.432], [0.061, 0.267, -0.013], [-0.076, 0.221, 0.053], [0.124, -0.369, -0.078], [-0.082, 0.066, 0.284], [0.015, 0.380, -0.430], [-0.318, 0.168, 0.162], [-0.013, -0.260, -0.174], [-0.264, -0.338, -0.261], [0.352, 0.589, 0.558]],
  "spin_multiplicity": 2,
  "total_charge": 1,
  "s_squared": 0.766,
  "energy_ha": -403.22344,
  "orbital_gap_ev": [12.0, 6.7],
  "lumo_ev": [-3.14, -8.42]
}

2.
{
  "formula": "C6H10",
  "method": "wB97M-V/def2-TZVPD",
  "symbols": ["C", "C", "C", "C", "C", "C", "H", "H", "H", "H", "H", "H", "H", "H", "H", "H"],
  "xyz": [[-1.506, 0.969, 0.883], [-0.584, 1.121, -0.335], [0.303, -0.047, -0.536], [0.920, -0.138, -1.776], [1.467, -1.607, 0.892], [0.296, -1.182, 0.388], [-1.899, 1.839, 1.438], [-0.929, 0.529, 1.731], [-2.362, 0.377, 0.574], [-0.152, 2.098, -0.257], [-1.277, 1.221, -1.192], [1.625, -0.855, -2.189], [0.788, 0.753, -2.429], [1.609, -2.390, 1.585], [2.382, -1.010, 0.746], [-0.682, -1.678, 0.478]],
  "forces_ev_per_angstrom": [[0.453, -0.265, 1.500], [-2.353, -0.175, 0.939], [-0.693, -0.209, 0.330], [1.245, 1.779, -1.174], [0.557, 1.188, -0.340], [0.167, -0.025, -1.203], [0.230, 0.278, -1.221], [-0.547, -0.401, -0.680], [-0.058, -0.373, 0.503], [1.261, 0.447, -0.359], [0.554, -0.042, -0.212], [-0.305, -0.383, 0.619], [-0.134, -0.837, 0.278], [-0.343, -0.939, 0.633], [-0.475, -0.337, -0.276], [0.441, 0.295, 0.664]],
  "spin_multiplicity": 2,
  "total_charge": 1,
  "s_squared": 0.764,
  "energy_ha": -234.21627,
  "orbital_gap_ev": [10.6, 6.8],
  "lumo_ev": [-4.84, -8.53]
}

3.
{
  "formula": "C3H8N2O",
  "method": "wB97M-V/def2-TZVPD",
  "symbols": ["C", "C", "C", "O", "H", "H", "H", "H", "H", "H", "H", "H", "N", "N"],
  "xyz": [[-0.237, 0.680, 0.984], [-0.212, -0.434, -0.088], [-1.560, -0.850, -0.623], [0.752, 0.021, -1.160], [-0.438, 0.328, 2.043], [0.739, 0.984, 1.000], [-1.079, 1.231, 0.621], [0.397, -1.256, 0.348], [-2.169, -1.238, 0.253], [-1.434, -1.573, -1.449], [-2.124, -0.059, -1.074], [0.372, 0.749, -1.716], [3.239, 0.643, 0.918], [3.756, 0.775, -0.057]],
  "forces_ev_per_angstrom": [[-2.525, -3.016, 0.445], [2.348, 0.289, -0.061], [0.094, -1.224, 0.678], [-1.631, 0.272, 0.117], [-0.164, 0.050, -1.294], [2.018, 1.969, -0.110], [0.104, 1.706, 0.356], [-0.789, 0.023, -0.547], [0.607, 0.121, -1.234], [-0.145, -0.135, 0.710], [-0.195, 0.945, -0.027], [0.197, -0.987, 0.968], [1.616, 0.384, -2.955], [-1.535, -0.395, 2.954]],
  "smiles": "CC(C)O.N#N",
  "energy_ha": -303.85985,
  "orbital_gap_ev": 11.3,
  "lumo_ev": 1.06
}

4.
{
  "formula": "C10H19NP",
  "method": "wB97M-V/def2-TZVPD",
  "symbols": ["C", "C", "C", "C", "C", "N", "C", "C", "C", "C", "P", "C", "H", "H", "H", "H", "H", "H", "H", "H", "H", "H", "H", "H", "H", "H", "H", "H", "H", "H", "H"],
  "xyz": [[-3.547, -0.642, -0.714], [-2.004, -0.950, -0.428], [-2.071, -2.091, 0.569], [-1.293, 0.344, 0.187], [-0.651, 1.265, -0.830], [0.564, 2.012, -0.207], [1.765, 1.291, 0.118], [2.617, 1.645, 1.275], [2.006, 0.205, 1.215], [2.882, -0.693, 0.305], [2.034, -1.497, -1.147], [2.797, 0.195, -0.915], [-3.885, -1.523, -1.237], [-3.723, 0.387, -1.170], [-4.095, -0.700, 0.171], [-1.488, -1.390, -1.303], [-1.140, -2.570, 0.787], [-2.640, -3.013, 0.084], [-2.647, -1.873, 1.492], [-2.175, 0.784, 0.794], [-0.550, -0.149, 0.942], [-1.357, 2.012, -1.012], [-0.358, 0.874, -1.803], [0.294, 2.179, 0.750], [0.746, 2.725, -0.825], [2.213, 2.247, 1.998], [3.604, 1.720, 1.128], [1.443, -0.010, 2.095], [3.738, -1.180, 0.726], [3.266, -2.041, -1.538], [3.655, 0.438, -1.506]],
  "forces_ev_per_angstrom": [[2.409, 0.816, -1.596], [-1.413, 0.633, 0.358], [-1.769, -2.278, -0.502], [-0.626, -3.066, 1.659], [0.765, -0.655, 1.037], [-1.520, -3.776, 0.918], [3.354, -4.288, -2.041], [-2.231, -2.667, -1.453], [1.240, 1.433, -1.465], [-1.472, 0.663, 1.029], [-0.560, 0.747, 0.697], [-1.958, 1.053, 2.052], [-0.464, 0.306, -0.995], [0.049, -1.604, 0.052], [-0.638, 0.290, 1.822], [-0.171, 0.835, 0.114], [0.949, 0.144, 0.457], [0.811, 1.989, 0.787], [0.546, 0.085, -0.440], [1.831, -0.011, -0.878], [-1.016, 1.385, -1.364], [-0.893, 1.581, -0.517], [0.281, -0.484, 0.332], [-0.858, 1.653, 0.168], [0.651, 2.906, -1.005], [-1.040, 1.436, 1.773], [3.507, 0.548, -0.524], [-0.637, -0.558, 0.061], [0.542, 0.077, -0.074], [0.186, -0.032, -0.294], [0.144, 0.838, -0.166]],
  "smiles": "CC(C)CC[NH2+][C@@]12C[C@@H]1[C@H]1P[C@H]12",
  "total_charge": 1,
  "energy_ha": -788.10694,
  "orbital_gap_ev": 10.1,
  "lumo_ev": -2.90
}